No. 1
ORCA calculation (ωB97M-V with the def2-TZVPD basis set) on CBrClFO2S as an isolated structure in a non-equilibrium geometry.

The geometry in XYZ format:
```
7
Properties=species:S:1:pos:R:3
C 0.17 0.31 -0.12
O -2.09 -0.89 -0.34
O -2.33 1.47 0.28
F 0.70 -0.76 -0.70
S -1.64 0.19 0.51
Cl 4.06 -1.22 -1.00
Br 1.13 0.90 1.38
```

Properties
LUMO energy (alpha / beta): 0.0073 / -0.0050 Eh
charge: -1
energy: -101247.9395 eV
energy above the lowest of the compared OMol25 structures with the same formula, charge and spin: 2.613 eV
HOMO-LUMO gap (alpha / beta): 4.04 / 3.71 eV
E_HOMO (alpha / beta): -3.847 / -3.849 eV


No. 2
ORCA calculation (ωB97M-V with the def2-TZVPD basis set) on a 3-piece molecular cluster, C4H6O2 overall in a non-equilibrium geometry.

The geometry in XYZ format:
```
12
Properties=species:S:1:pos:R:3
C 1.16 1.09 -0.48
C 1.44 2.10 -1.08
H 1.30 0.31 0.36
H 1.63 2.90 -1.75
C -0.32 -0.98 1.49
O 0.91 -0.84 1.39
H -0.93 -0.30 2.09
H -0.80 -1.95 1.29
C -1.14 -0.63 -0.77
O -2.31 -0.50 -0.58
H -0.64 -1.50 -1.24
H -0.31 0.32 -0.72
```

Properties
LUMO energy: -0.0228 Eh
charge: 0
energy: -8334.5428 eV
energy above the lowest of the compared OMol25 structures with the same formula, charge and spin: 5.918 eV
HOMO-LUMO gap: 8.54 eV
E_HOMO: -9.162 eV
structure (SMILES): C#C.C=O.C=O


No. 3
ORCA calculation (ωB97M-V with the def2-TZVPD basis set) on a 2-piece molecular cluster, C4H10N2O overall.

The geometry in XYZ format:
```
17
Properties=species:S:1:pos:R:3
C -1.52 1.20 1.16
C -0.35 0.45 0.53
C -0.63 -1.01 0.25
C 0.27 -1.97 0.47
O 0.86 0.75 1.00
H -1.60 -1.24 -0.17
H -1.63 0.88 2.20
H -1.31 2.27 1.16
H -2.46 1.02 0.64
H 1.22 -1.72 0.93
H 0.05 -3.01 0.26
N 1.10 1.14 -1.44
N 1.61 0.08 -1.88
H 1.82 -0.71 -1.25
H 1.27 1.14 -0.32
H -0.34 0.84 -0.64
H 1.65 -0.09 -2.88
```

Properties
LUMO energy (alpha / beta): -0.0212 / -0.0212 Eh
charge: 0
energy: -9333.4546 eV
energy above the lowest of the compared OMol25 structures with the same formula, charge and spin: 5.533 eV
HOMO-LUMO gap (alpha / beta): 8.17 / 8.17 eV
E_HOMO (alpha / beta): -8.747 / -8.748 eV


No. 4
ORCA calculation (ωB97M-V with the def2-TZVPD basis set) on a 10-piece molecular cluster, C30H52O30 overall in a non-equilibrium geometry.

The geometry in XYZ format:
```
112
Properties=species:S:1:pos:R:3
C -7.50 9.11 -1.34
O -7.42 7.84 -1.94
C -6.23 7.21 -1.89
O -5.30 7.63 -1.17
O -6.29 6.17 -2.81
C -5.17 5.20 -2.84
H -8.43 9.54 -1.70
H -6.73 9.83 -1.60
H -7.65 9.19 -0.27
H -5.43 4.40 -3.54
H -4.89 4.75 -1.89
H -4.31 5.63 -3.35
C -0.67 1.08 2.92
O -0.80 0.31 1.80
C 0.30 -0.04 1.22
O 1.41 0.38 1.49
O -0.09 -0.69 0.10
C 0.86 -1.40 -0.58
H -1.70 1.03 3.27
H -0.35 2.10 2.71
H -0.02 0.51 3.57
H 1.39 -0.78 -1.30
H 0.33 -2.17 -1.15
H 1.61 -1.86 0.07
C 3.43 3.56 -6.66
O 4.23 4.16 -5.75
C 3.82 4.69 -4.58
O 2.66 5.00 -4.32
O 4.84 4.90 -3.91
C 4.70 5.41 -2.50
H 2.87 2.66 -6.39
H 3.97 3.40 -7.59
H 2.69 4.24 -7.07
H 4.19 6.37 -2.55
H 5.65 5.66 -2.03
H 4.11 4.70 -1.92
C -5.80 -1.63 -6.00
O -6.77 -1.46 -4.93
C -7.85 -0.74 -5.21
O -8.31 -0.54 -6.38
O -8.27 0.00 -4.22
C -9.42 0.83 -4.36
H -4.82 -1.92 -5.60
H -5.42 -0.67 -6.35
H -6.25 -2.15 -6.84
H -10.09 0.75 -3.50
H -9.97 0.52 -5.25
H -9.03 1.85 -4.40
C 8.98 -1.33 0.78
O 10.06 -2.11 0.73
C 10.95 -2.13 1.66
O 10.85 -1.81 2.80
O 12.08 -2.34 1.01
C 13.30 -2.44 1.72
H 9.06 -0.33 1.22
H 8.24 -1.64 1.51
H 8.53 -1.01 -0.16
H 14.15 -1.91 1.30
H 13.66 -3.46 1.65
H 13.30 -2.15 2.77
C -10.41 5.19 4.12
O -11.19 6.37 4.02
C -12.52 6.31 3.90
O -13.17 5.31 3.76
O -12.99 7.56 3.78
C -14.37 7.73 3.73
H -10.45 4.30 3.50
H -10.49 4.86 5.16
H -9.38 5.53 4.07
H -14.80 7.71 4.73
H -14.90 7.00 3.13
H -14.47 8.76 3.39
O -1.10 -4.40 9.71
C -1.56 -4.73 10.72
O -2.45 -4.06 11.29
C -2.90 -4.70 12.44
C -2.15 -6.01 12.49
O -1.22 -5.89 11.44
H -2.61 -4.22 13.38
H -3.97 -4.93 12.48
H -2.86 -6.84 12.50
H -1.57 -6.07 13.42
O 7.26 -1.69 -8.06
C 7.61 -1.56 -9.18
O 6.99 -2.02 -10.31
C 7.79 -1.69 -11.48
C 8.71 -0.65 -10.99
O 8.69 -0.80 -9.53
H 8.32 -2.51 -11.97
H 7.05 -1.25 -12.16
H 8.31 0.35 -11.16
H 9.73 -0.77 -11.36
O 4.82 -0.49 12.00
C 5.22 -0.27 10.86
O 6.44 -0.47 10.44
C 6.55 -0.42 9.05
C 5.06 -0.27 8.58
O 4.40 -0.01 9.77
H 7.06 0.50 8.75
H 6.93 -1.37 8.67
H 4.72 -1.23 8.20
H 4.88 0.53 7.87
O 2.36 -9.38 -5.13
C 2.16 -10.63 -4.82
O 0.99 -11.24 -4.81
C 1.16 -12.60 -4.43
C 2.57 -12.74 -3.90
O 3.21 -11.57 -4.51
H 0.50 -12.88 -3.61
H 1.05 -13.28 -5.28
H 3.10 -13.60 -4.30
H 2.67 -12.64 -2.82
```

Properties
LUMO energy: 0.0181 Eh
charge: 0
energy: -93371.4539 eV
energy above the lowest of the compared OMol25 structures with the same formula, charge and spin: 6.454 eV
HOMO-LUMO gap: 10.85 eV
E_HOMO: -10.359 eV
structure (SMILES): COC(=O)OC.COC(=O)OC.COC(=O)OC.COC(=O)OC.COC(=O)OC.COC(=O)OC.O=C1OCCO1.O=C1OCCO1.O=C1OCCO1.O=C1OCCO1


No. 5
ORCA calculation (ωB97M-V with the def2-TZVPD basis set) on C34H39BrCrN4O2P2 as an isolated structure in a non-equilibrium geometry.

The geometry in XYZ format:
```
83
Properties=species:S:1:pos:R:3
Cr 0.05 1.75 -3.16
C -1.90 1.72 -6.89
C -2.01 0.42 -6.65
C -1.10 -0.68 -7.08
C 0.41 -0.38 -7.21
C 0.99 0.42 -6.09
C 0.65 1.67 -5.70
C 0.39 2.72 -6.72
C -0.82 2.39 -7.64
C 0.70 1.18 -0.99
H -2.70 2.41 -6.61
H -2.95 0.02 -6.26
H -1.44 -1.05 -8.07
H -1.24 -1.54 -6.40
H 0.93 -1.35 -7.22
H 0.62 0.06 -8.19
H 1.90 -0.07 -5.69
H 0.89 2.15 -4.71
H 1.31 2.89 -7.33
H 0.20 3.67 -6.20
H -1.19 3.34 -8.05
H -0.47 1.78 -8.48
H 0.01 2.05 -0.73
H 1.65 1.58 -0.62
H 0.34 0.39 -0.30
P 1.41 -0.13 -2.50
P -1.38 -1.01 -1.55
N 2.75 0.85 -3.11
N 2.49 -1.39 -1.66
N -2.09 0.36 -2.40
N -2.84 -1.91 -1.35
C 0.55 -1.29 -3.66
C -0.76 -1.88 -3.09
C 2.57 2.24 -2.98
C 3.61 2.87 -3.65
C 4.46 1.86 -4.17
C 3.90 0.63 -3.86
C 3.27 -1.08 -0.54
C 3.97 -2.22 -0.14
C 3.65 -3.26 -1.06
C 2.74 -2.72 -1.98
C -1.69 1.71 -2.05
C -2.15 2.59 -3.08
C -2.84 1.76 -4.01
C -2.64 0.43 -3.66
C -4.04 -1.95 -2.06
C -4.91 -2.84 -1.43
C -4.22 -3.35 -0.28
C -2.96 -2.78 -0.27
H 1.24 -2.11 -3.94
H 0.31 -0.77 -4.62
H -1.58 -1.91 -3.83
H -0.58 -2.93 -2.79
H 1.84 2.66 -2.25
H 3.70 3.93 -3.83
H 5.37 2.05 -4.72
H 4.27 -0.36 -4.03
H 3.23 -0.08 -0.11
H 4.62 -2.29 0.71
H 4.01 -4.27 -1.06
H 2.25 -3.20 -2.81
H -1.68 1.98 -0.99
H -2.22 3.69 -3.01
H -3.47 2.08 -4.82
H -2.98 -0.45 -4.18
H -4.15 -1.35 -2.94
H -5.90 -3.12 -1.76
H -4.58 -4.05 0.47
H -2.13 -2.90 0.41
Br -1.73 2.54 2.10
C -2.00 1.15 3.34
C -2.42 1.38 4.67
C -2.50 0.33 5.58
C -2.09 -0.96 5.20
C -1.67 -1.20 3.89
C -1.70 -0.17 2.94
C -1.40 -0.51 1.47
O -0.31 -1.14 1.24
O -2.25 -0.17 0.56
H -2.67 2.38 5.00
H -2.84 0.53 6.60
H -2.09 -1.78 5.91
H -1.34 -2.19 3.54
```

Properties
multiplicity: 5
LUMO energy (alpha / beta): -0.0073 / -0.0160 Eh
charge: 0
energy: -162978.0311 eV
energy above the lowest of the compared OMol25 structures with the same formula, charge and spin: 2.688 eV
HOMO-LUMO gap (alpha / beta): 7.29 / 6.27 eV
E_HOMO (alpha / beta): -7.489 / -6.703 eV


No. 6
ORCA calculation (ωB97M-V with the def2-TZVPD basis set) on an isolated molecule of C19H28N2O4S.

The geometry in XYZ format:
```
54
Properties=species:S:1:pos:R:3
C -6.77 1.66 1.30
O -6.88 1.59 -0.10
C -7.36 0.35 -0.59
C -6.24 -0.59 -1.08
C -5.29 -0.99 0.03
O -5.52 -1.97 0.72
N -4.19 -0.22 0.25
C -3.81 0.98 -0.46
C -2.57 0.70 -1.32
C -1.43 0.19 -0.43
O -0.35 -0.12 -1.30
C 0.90 -0.30 -0.82
C 1.85 -0.72 -1.76
C 3.16 -0.93 -1.39
C 3.57 -0.71 -0.08
C 4.99 -0.97 0.26
O 5.66 -1.79 -0.34
N 5.49 -0.24 1.29
C 6.89 -0.26 1.61
C 7.62 1.01 1.18
S 7.30 1.47 -0.56
C 8.06 0.06 -1.42
C 2.63 -0.30 0.86
C 1.31 -0.10 0.50
C -1.90 -1.03 0.35
C -3.16 -0.70 1.15
H -6.34 2.63 1.52
H -7.76 1.59 1.77
H -6.13 0.87 1.70
H -8.01 0.59 -1.44
H -7.95 -0.16 0.17
H -6.72 -1.51 -1.42
H -5.71 -0.14 -1.92
H -3.56 1.74 0.29
H -4.63 1.36 -1.06
H -2.79 -0.06 -2.07
H -2.26 1.61 -1.83
H -1.13 1.00 0.26
H 1.52 -0.88 -2.78
H 3.88 -1.27 -2.11
H 4.96 0.55 1.63
H 7.31 -1.13 1.10
H 7.02 -0.39 2.69
H 7.26 1.87 1.75
H 8.69 0.91 1.32
H 9.07 -0.08 -1.06
H 7.45 -0.83 -1.26
H 8.07 0.32 -2.47
H 2.91 -0.16 1.89
H 0.61 0.21 1.26
H -2.11 -1.84 -0.35
H -1.12 -1.38 1.03
H -2.95 0.07 1.89
H -3.55 -1.59 1.65
```

Properties
LUMO energy: 0.0208 Eh
charge: 0
energy: -42163.4914 eV
energy above the lowest of the compared OMol25 structures with the same formula, charge and spin: 1.184 eV
HOMO-LUMO gap: 9.04 eV
E_HOMO: -8.476 eV
structure (SMILES): COCCC(=O)N1CCC(Oc2ccc(C(=O)NCCSC)cc2)CC1